No. 1
{"formula": "C47H53N3P2RuS2", "method": "ωB97M-V/def2-TZVPD", "s2": 0.763, "spin_multiplicity": 2, "homo_lumo_gap_ev": [4.4856, 4.7212], "lumo_energy_ev": [2.2, 2.2], "total_charge": -1, "e_above_lowest_kcal_mol": 0.0, "symbols": ["Ru", "S", "P", "C", "P", "S", "C", "C", "C", "C", "C", "C", "C", "C", "C", "C", "C", "C", "C", "C", "C", "C", "C", "C", "C", "C", "C", "C", "C", "C", "H", "H", "H", "H", "H", "H", "H", "H", "H", "H", "H", "H", "H", "H", "H", "H", "H", "H", "H", "H", "C", "C", "C", "C", "C", "C", "C", "N", "C", "C", "C", "C", "C", "C", "C", "N", "C", "C", "C", "C", "H", "H", "H", "H", "H", "H", "H", "H", "H", "H", "H", "H", "H", "H", "H", "H", "H", "H", "H", "H", "H", "H", "H", "H", "C", "C", "C", "C", "N", "H", "H", "H", "H", "H", "H", "H", "H", "H"], "xyz": [[-0.306, -0.299, 0.194], [-0.977, 1.943, 1.394], [-2.527, 0.650, 1.391], [-2.453, -0.270, 0.011], [-2.555, -1.883, -0.323], [-0.756, -2.501, -1.044], [-3.916, -2.273, -1.502], [-4.079, -3.551, -2.030], [-5.120, -3.822, -2.902], [-6.012, -2.810, -3.250], [-5.852, -1.536, -2.730], [-4.798, -1.266, -1.862], [-3.048, -3.051, 1.019], [-4.374, -3.107, 1.441], [-4.753, -3.922, 2.499], [-3.804, -4.711, 3.136], [-2.485, -4.683, 2.706], [-2.110, -3.856, 1.657], [-2.462, -0.152, 3.057], [-1.519, -1.146, 3.299], [-1.362, -1.693, 4.563], [-2.155, -1.259, 5.616], [-3.106, -0.274, 5.390], [-3.255, 0.273, 4.122], [-4.178, 1.469, 1.497], [-4.320, 2.840, 1.335], [-5.582, 3.422, 1.282], [-6.716, 2.633, 1.393], [-6.584, 1.258, 1.564], [-5.324, 0.685, 1.613], [-3.382, -4.335, -1.756], [-5.240, -4.817, -3.311], [-6.829, -3.020, -3.931], [-6.542, -0.747, -3.003], [-4.631, -0.275, -1.450], [-5.126, -2.513, 0.933], [-5.788, -3.945, 2.817], [-4.093, -5.349, 3.962], [-1.741, -5.299, 3.197], [-1.084, -3.823, 1.307], [-0.895, -1.480, 2.470], [-0.625, -2.472, 4.719], [-2.038, -1.689, 6.604], [-3.733, 0.076, 6.202], [-3.992, 1.052, 3.974], [-3.426, 3.447, 1.243], [-5.675, 4.493, 1.149], [-7.701, 3.083, 1.347], [-7.464, 0.632, 1.656], [-5.232, -0.387, 1.744], [5.461, 1.551, 3.842], [5.581, 0.766, 2.533], [6.328, -0.548, 2.798], [6.395, 1.608, 1.546], [4.202, 0.425, 1.968], [3.097, 0.197, 2.785], [1.873, -0.118, 2.222], [1.680, -0.263, 0.901], [2.749, -0.077, 0.102], [3.995, 0.290, 0.599], [1.797, 0.838, -1.869], [2.369, 1.700, -2.800], [1.612, 2.721, -3.364], [0.296, 2.837, -2.924], [-0.191, 1.963, -1.966], [0.537, 0.970, -1.448], [2.236, 3.708, -4.349], [2.879, 4.847, -3.546], [3.315, 3.033, -5.201], [1.181, 4.298, -5.289], [6.455, 1.838, 4.192], [4.994, 0.965, 4.633], [4.872, 2.460, 3.704], [7.318, -0.350, 3.218], [6.452, -1.114, 1.873], [5.776, -1.176, 3.501], [7.325, 1.929, 2.019], [5.847, 2.499, 1.235], [6.663, 1.048, 0.649], [3.150, 0.285, 3.861], [0.995, -0.244, 2.840], [4.778, 0.495, -0.115], [3.410, 1.559, -3.052], [-0.373, 3.597, -3.303], [-1.204, 2.025, -1.587], [3.642, 4.460, -2.868], [2.134, 5.371, -2.945], [3.349, 5.568, -4.220], [4.184, 2.744, -4.609], [3.660, 3.729, -5.969], [2.935, 2.137, -5.695], [0.445, 4.898, -4.755], [0.647, 3.516, -5.832], [1.668, 4.950, -6.018], [2.203, -1.583, -3.271], [3.100, -1.341, -2.055], [3.037, -2.581, -1.158], [4.546, -1.118, -2.509], [2.545, -0.209, -1.291], [2.544, -2.476, -3.797], [2.238, -0.748, -3.973], [1.170, -1.726, -2.951], [3.368, -3.458, -1.719], [2.018, -2.737, -0.806], [3.694, -2.476, -0.290], [4.887, -1.977, -3.093], [5.218, -1.015, -1.656], [4.640, -0.233, -3.141]], "lowdin_charge": [0.49, 0.25, 0.35, -0.68, 0.38, 0.25, -0.34, -0.10, -0.10, -0.11, -0.10, -0.09, -0.33, -0.09, -0.09, -0.10, -0.10, -0.13, -0.32, -0.13, -0.09, -0.11, -0.10, -0.09, -0.34, -0.10, -0.10, -0.11, -0.09, -0.10, 0.10, 0.09, 0.09, 0.09, 0.09, 0.10, 0.10, 0.09, 0.10, 0.06, 0.06, 0.10, 0.09, 0.09, 0.10, 0.07, 0.09, 0.09, 0.10, 0.09, -0.06, -0.56, -0.05, -0.06, -0.17, -0.01, -0.12, -0.02, -0.27, 0.05, -0.27, 0.04, -0.17, -0.01, -0.12, 0.04, -0.56, -0.04, -0.06, -0.07, 0.08, 0.07, 0.09, 0.08, 0.08, 0.09, 0.08, 0.09, 0.07, 0.10, 0.08, 0.10, 0.10, 0.10, 0.08, 0.09, 0.09, 0.08, 0.07, 0.08, 0.09, 0.07, 0.09, 0.08, -0.03, -0.55, -0.04, -0.04, 0.00, 0.09, 0.08, 0.04, 0.09, 0.03, 0.08, 0.08, 0.07, 0.07]}

No. 2
{"formula": "C47H54Br4NbO11S", "method": "ωB97M-V/def2-TZVPD", "spin_multiplicity": 1, "homo_lumo_gap_ev": 4.9046, "lumo_energy_ev": -0.3, "total_charge": -1, "symbols": ["C", "C", "C", "C", "C", "C", "C", "C", "C", "C", "C", "Nb", "O", "S", "C", "Br", "C", "C", "Br", "C", "Br", "C", "C", "Br", "H", "H", "H", "H", "H", "H", "H", "H", "H", "H", "H", "H", "H", "H", "H", "H", "H", "H", "H", "H", "H", "H", "H", "H", "H", "H", "H", "H", "H", "H", "H", "H", "H", "H", "C", "C", "C", "O", "C", "C", "C", "O", "H", "H", "H", "H", "C", "C", "C", "O", "C", "C", "C", "O", "H", "H", "H", "H", "C", "C", "C", "O", "C", "C", "C", "O", "H", "H", "H", "H", "C", "C", "C", "O", "C", "C", "C", "O", "H", "H", "H", "H", "C", "C", "C", "O", "C", "C", "C", "O", "H", "H", "H", "H"], "xyz": [[-0.533, 5.099, 1.703], [-0.087, 3.735, 1.231], [0.591, 3.774, -0.137], [1.893, 2.997, -0.177], [2.441, 2.777, -1.590], [2.995, 1.376, -1.850], [2.445, 0.684, -3.101], [1.691, -0.623, -2.820], [0.229, -0.489, -3.219], [-0.562, 0.405, -2.246], [-0.942, -0.249, -0.919], [-2.916, 0.444, 0.008], [-2.077, 1.174, 1.660], [-3.980, -0.267, -2.100], [-3.200, -1.666, 0.912], [-4.620, -2.770, 0.215], [-2.472, -2.194, 1.867], [-1.310, -1.532, 2.480], [-2.725, -3.915, 2.662], [-4.937, 1.376, 0.748], [-5.777, 0.253, 2.110], [-6.029, 1.898, -0.167], [-6.939, 0.844, -0.776], [-5.293, 3.074, -1.526], [-1.126, 5.039, 2.603], [0.328, 5.725, 1.898], [-1.142, 5.582, 0.951], [0.621, 3.345, 1.950], [-0.925, 3.055, 1.193], [0.790, 4.802, -0.421], [-0.068, 3.324, -0.869], [1.719, 2.038, 0.298], [2.627, 3.520, 0.427], [3.228, 3.498, -1.757], [1.650, 2.998, -2.294], [2.802, 0.751, -0.991], [4.071, 1.440, -1.936], [3.256, 0.487, -3.786], [1.781, 1.362, -3.613], [1.746, -0.842, -1.767], [2.162, -1.436, -3.355], [-0.237, -1.466, -3.248], [0.201, -0.096, -4.222], [0.052, 1.282, -2.056], [-1.456, 0.757, -2.737], [-0.169, -0.028, -0.188], [-0.973, -1.318, -1.102], [-2.486, 2.010, -0.821], [-2.644, 0.944, 2.415], [-3.276, -1.344, -2.409], [-0.683, -2.257, 2.948], [-1.599, -0.852, 3.251], [-0.738, -0.994, 1.741], [-4.597, 2.224, 1.321], [-6.649, 2.573, 0.401], [-6.915, 0.899, -1.852], [-6.608, -0.146, -0.512], [-7.953, 1.008, -0.454], [2.832, -3.829, 1.057], [2.826, -4.002, 2.374], [3.454, -3.012, 3.279], [3.423, -3.159, 4.488], [4.120, -1.837, 2.668], [4.150, -1.675, 1.350], [3.498, -2.654, 0.440], [3.535, -2.515, -0.760], [2.368, -4.530, 0.375], [2.355, -4.854, 2.846], [4.581, -1.137, 3.353], [4.634, -0.830, 0.876], [-0.854, 2.751, -7.509], [-2.001, 3.227, -7.982], [-3.188, 3.400, -7.102], [-4.227, 3.839, -7.548], [-3.047, 3.021, -5.674], [-1.899, 2.536, -5.203], [-0.715, 2.370, -6.079], [0.332, 1.943, -5.650], [0.023, 2.619, -8.130], [-2.130, 3.513, -9.018], [-3.921, 3.153, -5.049], [-1.768, 2.243, -4.168], [6.085, -3.450, 6.167], [6.292, -3.881, 7.409], [7.641, -4.289, 7.873], [7.833, -4.684, 9.003], [8.760, -4.198, 6.897], [8.558, -3.768, 5.656], [7.205, -3.360, 5.195], [7.025, -2.964, 4.063], [5.111, -3.149, 5.794], [5.494, -3.957, 8.136], [9.734, -4.500, 7.259], [9.356, -3.692, 4.927], [-1.173, -4.043, -7.010], [-1.328, -3.957, -5.693], [-2.191, -2.907, -5.090], [-2.330, -2.812, -3.894], [-2.870, -1.957, -6.011], [-2.712, -2.046, -7.328], [-1.854, -3.097, -7.932], [-1.711, -3.181, -9.134], [-0.550, -4.796, -7.476], [-0.841, -4.630, -4.999], [-3.486, -1.201, -5.540], [-3.194, -1.367, -8.020], [-0.070, 1.262, 6.755], [-0.749, 0.544, 5.867], [-2.229, 0.659, 5.754], [-2.849, 0.003, 4.949], [-2.917, 1.609, 6.668], [-2.234, 2.327, 7.555], [-0.757, 2.210, 7.669], [-0.137, 2.864, 8.481], [1.006, 1.194, 6.857], [-0.268, -0.154, 5.192], [-3.992, 1.676, 6.562], [-2.711, 3.025, 8.231]], "lowdin_charge": [-0.12, -0.27, -0.22, -0.22, -0.20, -0.19, -0.19, -0.20, -0.21, -0.32, -0.34, 1.44, -0.43, 0.24, -0.83, 0.53, -0.90, -0.20, 0.65, -0.88, 0.63, -0.92, -0.22, 0.61, 0.06, 0.07, 0.07, 0.10, 0.06, 0.11, 0.09, 0.10, 0.11, 0.10, 0.09, 0.08, 0.10, 0.10, 0.07, 0.08, 0.10, 0.08, 0.08, 0.08, 0.01, 0.03, 0.04, -0.07, -0.01, -0.27, 0.03, 0.03, 0.05, 0.00, 0.05, 0.03, 0.01, 0.07, 0.03, 0.02, -0.37, 0.07, 0.02, 0.03, -0.38, 0.11, 0.12, 0.12, 0.12, 0.12, 0.02, 0.01, -0.39, 0.10, 0.03, 0.04, -0.37, 0.11, 0.12, 0.12, 0.12, 0.11, 0.03, 0.02, -0.39, 0.10, 0.02, 0.02, -0.37, 0.10, 0.09, 0.12, 0.12, 0.12, 0.01, 0.03, -0.37, 0.09, 0.04, 0.02, -0.39, 0.09, 0.12, 0.12, 0.12, 0.12, 0.02, 0.03, -0.37, 0.10, 0.03, 0.02, -0.39, 0.10, 0.12, 0.12, 0.12, 0.12]}